No. 1
Formula: C5H9N2O
Source: OMol25
Level of theory: the ωB97M-V functional and the def2-TZVPD basis

Last column: Mulliken charge in e.
Element x y z (Å)
C: -1.164 -1.303 0.039  -0.848
C: -1.029 -0.026 0.430  0.826
C: -1.688 0.622 1.623  -1.482
N: -0.316 0.932 -0.345  -0.116
C: 0.803 0.945 -0.946  0.075
N: 1.852 0.192 -1.062  -0.176
C: 2.231 -1.110 -0.522  0.058
O: 1.520 -1.611 0.278  -0.349
H: -1.855 -2.085 0.579  0.259
H: -0.591 -1.659 -0.857  0.256
H: -2.189 -0.029 2.296  0.408
H: -2.390 1.296 1.130  0.374
H: -0.979 1.195 2.076  0.409
H: -0.834 1.801 -0.447  0.317
H: 1.004 1.794 -1.518  0.402
H: 2.347 0.504 -1.884  0.256
H: 3.278 -1.460 -0.870  0.330

Calculated values
- Frontier orbital gap: 9.3160 eV
- 2S+1: 1
- LUMO level: -4.34 eV
- SMILES: C=C(C)/[NH+]=C\NC=O
- Net charge: +1
- E_tot: -10350.3379 eV
- Energy relative to the best compared isomer or geometry (same formula, charge and spin): 52.6 kcal per mole

=====

No. 2
Formula: C5H9N2O2
Source: OMol25
Level of theory: the ωB97M-V functional and the def2-TZVPD basis

Last column: Mulliken charge in e.
Element x y z (Å)
N: 1.263 0.542 1.165  -0.309
C: 0.608 0.667 -0.296  0.179
O: 1.523 1.233 -1.056  -0.455
C: 0.574 -1.076 -0.632  -0.715
C: -0.566 -1.740 0.012  -0.472
C: -1.656 -1.025 0.308  -0.183
C: -1.800 0.359 -0.148  0.410
O: -2.772 0.861 -0.608  -0.501
N: -0.650 1.195 -0.132  -0.281
H: 0.690 -0.150 1.580  0.316
H: 1.343 1.379 1.749  0.335
H: 2.194 0.155 0.972  0.358
H: 1.522 2.195 -1.165  0.380
H: 1.451 -1.644 -0.464  0.465
H: 0.437 -0.938 -1.696  0.347
H: -0.513 -2.687 0.474  0.416
H: -2.672 -1.411 0.596  0.379
H: -0.979 2.083 -0.661  0.333

Calculated values
- Frontier orbital gap: 10.1264 eV
- 2S+1: 1
- LUMO level: -3.80 eV
- SMILES: [NH3+][C@@]1(O)CC=CC(=O)N1
- Net charge: +1
- E_tot: -12398.0046 eV
- Energy relative to the best compared isomer or geometry (same formula, charge and spin): 68.1 kcal per mole